Density functional theory data (ωB97M-V with the def2-TZVPD basis set) for 2 unconnected molecules or ions with the total composition C5H11NO.

The calculation puts the total energy at -8897.725 eV. The net charge is 0. The spin multiplicity is 1. The value obtained for the HOMO energy is -9.03 eV. Its SMILES is C[C@H]1CO1.[H]/N=C\C. As for the energy above the lowest of the compared OMol25 structures with the same formula, charge and spin: 91.61 kcal per mole.

Geometry as XYZ:
```
18
Properties=species:S:1:pos:R:3:lowdin_charge:R:1
C -1.59167 0.08669 0.32315 -0.362
C -0.98076 1.32022 -0.43932 -0.136
C -1.72757 -1.19248 -0.36325 -0.076
O -2.33135 1.21352 -0.03642 -0.067
H -1.28247 0.05234 1.36647 0.134
H -0.41815 2.09266 0.07691 0.094
H -0.87067 1.28083 -1.51734 0.107
H -2.28206 -1.12681 -1.29320 0.077
H -0.46332 -1.48633 -0.62021 0.098
H -2.11693 -1.97596 0.27469 0.059
C 2.07876 0.46391 0.85332 -0.076
C 1.44622 -0.03524 -0.40299 -0.293
N 1.06444 -1.24781 -0.62647 0.032
H 1.27616 -1.88577 0.13976 0.075
H 1.45749 0.62982 -1.26155 0.108
H 1.92559 -0.22357 1.68790 0.079
H 3.15532 0.60207 0.70888 0.081
H 1.66097 1.43190 1.12966 0.066
```


Density functional theory data (ωB97M-V with the def2-TZVPD basis set) for a single C4H4OS molecule.

The calculation puts the total energy at -17092.454 eV. The net charge is 0. The spin multiplicity is 1. The value obtained for the HOMO energy is -8.97 eV. Its SMILES is C#CCOC=S. As for the energy above the lowest of the compared OMol25 structures with the same formula, charge and spin: 62.06 kcal per mole.

Geometry as XYZ:
```
10
Properties=species:S:1:pos:R:3:lowdin_charge:R:1
C -1.34864 -1.17273 0.25645 -0.784
C 0.72908 -0.30387 -0.49834 -0.187
C 0.81752 1.10095 -0.04586 -0.092
C 0.81121 2.17846 0.45885 0.129
H -0.77526 -1.20991 1.18573 0.080
H 1.25863 -1.02450 0.14423 0.131
H 1.14760 -0.37330 -1.51570 0.131
H 0.82806 3.19198 0.74145 0.027
O -0.63424 -0.71476 -0.78083 -0.162
S -2.83395 -1.67232 0.05401 0.726
```


Density functional theory data (ωB97M-V with the def2-TZVPD basis set) for a molecular structure, C15H11BrNO5SeZn.

The calculation puts the total energy at -211271.662 eV. The net charge is -1. The spin multiplicity is 1. The value obtained for the HOMO energy is -5.00 eV. As for the energy above the lowest of the compared OMol25 structures with the same formula, charge and spin: 0.90 kcal per mole.

Geometry as XYZ:
```
35
Properties=species:S:1:pos:R:3:lowdin_charge:R:1
Zn -0.71165 0.40818 0.25690 0.614
O 3.16216 0.54902 1.34385 0.068
C 2.00818 -0.03959 0.84940 -0.674
O 1.19683 0.80480 0.26014 -0.159
C 1.36286 -0.87011 1.94507 -0.096
O 0.25011 -1.53200 1.35587 -0.165
C 0.68397 -2.51542 0.43121 -0.088
C 1.84352 -2.12153 -0.47440 -0.489
O 2.14019 -2.85023 -1.39096 0.092
O 2.53927 -1.03786 -0.18299 0.108
H 3.28794 1.33323 0.79545 0.111
H 0.97204 -0.20609 2.71279 0.135
H 2.06404 -1.58912 2.37974 0.145
H -0.16232 -2.77467 -0.20038 0.123
H 1.00963 -3.41241 0.97168 0.143
Br -0.77035 2.19547 -2.04888 0.832
C -2.00854 1.02624 -2.89355 -0.590
C -2.40328 1.36886 -4.15233 -0.151
C -3.33444 0.55934 -4.83693 -0.095
C -3.84499 -0.54568 -4.22772 -0.052
C -3.44687 -0.90429 -2.91507 -0.174
C -4.01130 -2.04135 -2.28785 -0.057
C -3.64148 -2.37868 -1.02160 -0.085
C -2.67241 -1.60859 -0.34041 -0.138
C -2.06651 -0.50272 -0.89228 -0.162
C -2.48657 -0.12919 -2.20643 -0.221
H -2.00692 2.25955 -4.61892 0.088
H -3.64012 0.83044 -5.83941 0.097
H -4.56941 -1.17135 -4.73612 0.105
H -4.74600 -2.62452 -2.83124 0.103
H -4.08627 -3.23833 -0.53431 0.098
H -2.40574 -1.91247 0.66765 0.091
Se -3.41943 0.89751 4.20851 0.387
C -2.22192 0.98212 2.88051 -0.947
N -1.44131 1.03518 2.01669 0.003
```


Density functional theory data (ωB97M-V with the def2-TZVPD basis set) for a single C26H33N3O6 molecule.

The calculation puts the total energy at -44253.242 eV. The net charge is 0. The spin multiplicity is 1. The value obtained for the HOMO energy is -8.19 eV. Its SMILES is CCN(CC)CCN1C(=O)C(=O)/C(=C(/O)c2c(C)[nH]c(C(=O)OC)c2C)[C@H]1c1cccc(OC)c1. As for the energy above the lowest of the compared OMol25 structures with the same formula, charge and spin: 17.16 kcal per mole.

Geometry as XYZ:
```
68
Properties=species:S:1:pos:R:3:lowdin_charge:R:1
C -5.40068 -0.88240 -1.52083 -0.077
H -6.07390 -1.68091 -1.21717 0.063
H -5.57114 -0.02368 -0.87555 0.064
H -5.64389 -0.59870 -2.54142 0.070
C -3.93618 -1.33664 -1.44715 -0.241
N -3.48729 -1.81992 -0.15829 -0.181
C -3.58307 -0.85444 0.91006 -0.179
H -3.44131 0.14061 0.48270 0.108
H -4.56620 -0.87031 1.41566 0.127
C -2.51838 -1.08863 1.99383 -0.098
N -1.15998 -0.90224 1.55572 0.006
C -0.26376 -1.91818 1.52468 -0.352
O -0.51638 -3.08614 1.71982 0.094
C 1.10833 -1.30608 1.25606 -0.251
O 2.14312 -1.93120 1.17845 0.126
C 0.89472 0.12751 1.19516 -0.042
C 1.83793 1.09395 1.06451 -0.168
C 3.24790 0.83192 0.82105 -0.065
C 4.30099 1.36331 1.56311 -0.219
N 5.44315 0.91998 1.01826 0.150
C 5.17804 0.13620 -0.07881 -0.111
C 3.80225 0.06046 -0.23112 -0.128
C 3.06233 -0.64207 -1.30652 -0.009
H 2.09642 -0.17157 -1.47673 0.076
H 2.89260 -1.67615 -1.00624 0.088
H 3.64144 -0.64439 -2.22527 0.079
C 6.30821 -0.41403 -0.80375 -0.441
O 7.46056 -0.19551 -0.48722 0.095
O 5.96338 -1.17908 -1.85157 -0.037
C 7.04265 -1.75366 -2.57092 -0.047
H 6.59586 -2.35254 -3.36028 0.094
H 7.67870 -0.97258 -2.99381 0.097
H 7.64857 -2.37893 -1.91191 0.098
H 6.38324 1.09707 1.33850 0.170
C 4.27166 2.20054 2.78936 0.002
H 3.43762 2.89527 2.74844 0.075
H 4.15333 1.57357 3.67403 0.091
H 5.19875 2.76068 2.88773 0.083
O 1.53906 2.40799 1.16925 0.118
H 0.58331 2.53765 1.24182 0.092
C -0.58479 0.41115 1.37226 -0.182
C -1.11549 1.13392 0.15103 -0.193
C -1.71014 2.38567 0.27660 0.010
C -2.15480 3.06384 -0.85347 -0.262
C -1.98367 2.47956 -2.10987 0.004
C -1.38973 1.24029 -2.22604 -0.066
C -0.95294 0.56070 -1.10028 -0.040
H -0.50388 -0.41652 -1.18428 0.127
H -1.26445 0.79747 -3.20231 0.114
H -2.32983 3.02075 -2.97542 0.120
O -2.75607 4.28217 -0.84190 -0.077
C -2.95763 4.93085 0.39000 -0.084
H -3.59924 4.34367 1.05527 0.096
H -2.00858 5.14608 0.89229 0.096
H -3.45523 5.86883 0.15015 0.095
H -1.84182 2.81178 1.26175 0.113
H -0.78645 1.01393 2.27618 0.165
H -2.71849 -0.41020 2.83356 0.131
H -2.57500 -2.12084 2.34788 0.121
C -3.96405 -3.15693 0.16989 -0.243
C -2.93243 -4.21069 -0.22253 -0.071
H -2.00925 -4.04842 0.32583 0.046
H -3.30788 -5.20509 0.00665 0.071
H -2.71827 -4.15566 -1.28685 0.067
H -4.91667 -3.37009 -0.33548 0.107
H -4.14865 -3.22365 1.24462 0.112
H -3.29429 -0.49783 -1.73218 0.088
H -3.77219 -2.14147 -2.16703 0.115
```


Density functional theory data (ωB97M-V with the def2-TZVPD basis set) for 2 unconnected molecules or ions with the total composition C3H8N2O2.

The calculation puts the total energy at -10314.652 eV. The net charge is 0. The spin multiplicity is 1. The value obtained for the HOMO energy is -9.11 eV. Its SMILES is C[C@H](N)O.N=C=O. As for the energy above the lowest of the compared OMol25 structures with the same formula, charge and spin: 53.04 kcal per mole.

Geometry as XYZ:
```
15
Properties=species:S:1:pos:R:3:lowdin_charge:R:1
C 1.01833 -1.08034 -0.81914 -0.027
C 0.02696 0.06492 -0.68361 -0.582
N -0.93413 0.12344 -1.69736 0.089
O 0.61227 1.29033 -0.45354 -0.040
H -0.83774 -0.48433 -2.49803 0.089
H -1.50166 0.95979 -1.69516 0.097
H 1.66527 -0.88621 -1.67342 0.084
H 1.62827 -1.14832 0.07793 0.082
H 0.49557 -2.02139 -0.97188 0.081
N -0.03621 1.05813 2.15662 0.124
C -0.77349 0.07012 2.01294 -0.414
O -1.40146 -0.85893 2.38312 0.140
H -0.12760 1.70936 2.91557 0.096
H 0.70970 1.38614 0.54509 0.066
H -0.54408 -0.18272 0.40087 0.113
```


Density functional theory data (ωB97M-V with the def2-TZVPD basis set) for 2 unconnected molecules or ions with the total composition C12H22N3.

The calculation puts the total energy at -17261.052 eV. The net charge is +1. The spin multiplicity is 3. The expectation value of S² is 2.038. The value obtained for the HOMO energy (alpha / beta) is -9.96 / -12.15 eV. As for the energy above the lowest of the compared OMol25 structures with the same formula, charge and spin: 0.00 kcal per mole.

Geometry as XYZ:
```
37
Properties=species:S:1:pos:R:3:lowdin_spin:R:1
C -3.18128 0.71737 -0.73162 0.037
C -3.35249 -0.24340 -1.73703 0.139
C -1.92638 -1.04011 -0.24520 0.007
C -0.53877 2.03742 0.64919 0.369
C 0.57915 1.26826 0.79906 0.138
C -1.12665 2.88332 1.76161 0.048
C 3.33657 1.51787 -0.39272 0.021
C 2.79219 -0.88302 -1.16309 0.000
C -0.37124 -2.92716 -0.43889 0.054
C -0.43630 -1.53280 1.75856 0.059
C 2.55573 0.19246 -0.12415 0.023
C -0.87709 -1.73902 0.35199 0.409
N -2.36828 0.13236 0.15745 0.212
N -2.67158 -1.36850 -1.41510 0.073
N 1.13063 0.50591 -0.10297 0.275
H -3.69548 1.68651 -0.55310 0.000
H -3.88216 -0.23488 -2.63092 0.009
H -0.78261 2.41026 -0.38615 0.004
H 1.00757 1.14688 1.77280 0.005
H -0.79686 3.90716 1.96187 0.019
H -1.24650 2.29037 2.76399 0.004
H -2.19511 3.11244 1.53464 0.008
H 3.09289 1.81606 -1.34536 0.000
H 2.87876 2.34234 0.18670 0.000
H 4.31483 1.31550 -0.29246 0.002
H 3.82425 -0.62626 -1.43146 0.000
H 2.14848 -0.65561 -2.06566 0.000
H 2.61192 -1.90065 -0.79877 0.000
H 0.66530 -3.41483 -0.30759 0.002
H -1.20250 -3.71528 -0.33074 0.026
H -0.38714 -2.60655 -1.42811 0.006
H 0.74970 -1.63150 1.82475 0.013
H -0.69827 -0.56488 2.11336 0.002
H -0.80150 -2.31480 2.49903 0.025
H 2.87193 -0.23076 0.81023 0.003
H -2.62112 -2.12779 -2.08175 0.002
H 0.59944 0.47530 -0.94244 0.006
```